# 1
{
  "formula": "C4H7Cl2N2O",
  "method": "ωB97M-V/def2-TZVPD",
  "total_charge": 1,
  "e_lumo_ha": -0.143,
  "homo_ev": -13.063,
  "relative_energy_kcal_mol": 0.00,
  "elements": ["C", "C", "C", "C", "N", "N", "O", "Cl", "Cl", "H", "H", "H", "H", "H", "H", "H"],
  "coordinates": [[-0.59737, 0.17669, -0.03145], [1.42350, 0.97118, 0.48763], [-1.84542, -0.72913, -0.03154], [2.94364, -0.22476, 0.28233], [0.30049, 0.29221, 0.93188], [-0.14171, 0.95778, -1.00239], [1.04849, 1.53549, -0.70666], [4.51680, 0.55231, 0.19545], [2.30169, -1.25117, -1.00810], [1.73075, 1.69274, 1.18521], [-1.61119, -1.42896, -0.84571], [-2.75874, -0.10420, -0.29626], [-2.02324, -1.25808, 0.87194], [2.84552, -0.78268, 1.23823], [0.53088, -0.32292, 1.79780], [-0.66894, 1.49085, -1.72772]]
}



# 2
{
  "formula": "C14H36FNO9P3",
  "method": "ωB97M-V/def2-TZVPD",
  "total_charge": -1,
  "e_lumo_ha": 0.022,
  "homo_ev": -3.884,
  "elements": ["C", "C", "F", "N", "P", "O", "H", "H", "H", "H", "H", "H", "O", "P", "O", "C", "C", "O", "C", "C", "O", "C", "C", "H", "H", "H", "H", "H", "H", "H", "H", "H", "H", "H", "H", "H", "H", "H", "O", "P", "O", "C", "C", "O", "C", "C", "O", "C", "C", "H", "H", "H", "H", "H", "H", "H", "H", "H", "H", "H", "H", "H", "H", "H"],
  "coordinates": [[1.79249, -1.92785, -0.62853], [0.89827, -1.19807, -1.71632], [0.71119, 0.20821, -1.39700], [-0.33908, -1.87642, -2.05353], [-1.37438, -2.03530, -0.69966], [-1.42525, -0.83782, 0.26611], [2.79331, -2.17727, -1.10774], [2.05354, -1.23795, 0.23286], [1.37621, -2.90226, -0.26277], [1.50638, -1.18530, -2.67413], [-1.12231, -3.20188, 0.10380], [-2.70668, -2.19307, -1.23785], [3.19629, 3.70316, -5.70344], [4.43924, 3.61250, -4.81963], [4.81161, 2.02069, -5.06401], [5.42119, 1.64533, -6.29095], [6.90120, 1.98802, -6.30392], [3.65323, 3.45963, -3.36749], [2.36547, 4.04901, -3.17448], [1.27185, 3.00797, -3.32701], [5.88499, 3.78260, -3.92280], [6.29568, 5.11972, -3.59956], [5.47200, 5.71964, -2.47175], [4.90356, 2.12060, -7.13089], [5.29647, 0.56534, -6.39250], [7.04967, 3.07154, -6.30685], [7.38740, 1.57412, -7.19023], [7.39611, 1.59810, -5.41258], [2.21384, 4.88991, -3.85591], [2.34032, 4.45529, -2.15966], [1.34876, 2.47198, -4.27333], [0.28574, 3.47410, -3.26649], [1.34960, 2.25948, -2.53463], [6.24612, 5.74736, -4.49453], [7.34234, 5.06168, -3.29202], [4.46998, 5.97955, -2.82060], [5.93906, 6.63245, -2.09608], [5.35945, 5.01036, -1.65048], [-5.10940, -2.16501, 6.54211], [-5.09025, -2.73119, 5.12275], [-4.99989, -4.34206, 5.49215], [-6.17332, -5.00115, 5.94562], [-7.11035, -5.32258, 4.79389], [-3.48239, -2.46473, 4.81245], [-2.79519, -1.37833, 5.42873], [-1.99171, -1.86491, 6.62066], [-5.25394, -3.14373, 3.47664], [-5.64574, -2.08917, 2.57589], [-4.50584, -1.13240, 2.27009], [-6.68002, -4.39258, 6.70238], [-5.85400, -5.92919, 6.42514], [-7.52461, -4.40742, 4.36255], [-7.94040, -5.94732, 5.13191], [-6.57742, -5.84161, 3.99525], [-3.48941, -0.58525, 5.71418], [-2.11902, -0.95382, 4.68287], [-2.60776, -2.42573, 7.32436], [-1.53434, -1.02336, 7.14654], [-1.19780, -2.53896, 6.28853], [-6.50392, -1.55202, 2.99178], [-5.97156, -2.57143, 1.65165], [-4.30145, -0.48965, 3.13041], [-4.75777, -0.48697, 1.42749], [-3.58736, -1.67463, 2.04057]]
}



# 3
{
  "formula": "C3H7NOS2",
  "method": "ωB97M-V/def2-TZVPD",
  "e_lumo_ha": 0.007,
  "homo_ev": -8.713,
  "relative_energy_kcal_mol": 69.19,
  "elements": ["C", "O", "C", "S", "N", "C", "S", "H", "H", "H", "H", "H", "H", "H"],
  "coordinates": [[-2.56656, -0.30298, -0.04064], [-1.26663, -0.61054, 0.35245], [-0.27979, -0.55098, -0.56550], [0.44785, 1.03840, -0.87492], [1.48887, 0.78325, 0.52024], [2.81048, 0.30955, 0.56487], [3.63259, -0.59709, -0.47601], [-3.42518, -0.54365, 0.63276], [-2.72957, -0.66098, -1.13401], [-2.63798, 0.86026, -0.00329], [-0.61685, -0.90562, -1.54845], [0.57912, -1.02437, -0.18900], [1.18869, 1.38688, 1.25579], [3.37497, 0.81788, 1.50570]]
}



# 4
{
  "formula": "C10H6Cl2LuN2O3Y",
  "method": "ωB97M-V/def2-TZVPD",
  "total_charge": 4,
  "e_lumo_ha": -0.558,
  "homo_ev": -19.724,
  "elements": ["Y", "Lu", "Cl", "Cl", "C", "C", "C", "O", "O", "O", "N", "C", "N", "C", "C", "C", "C", "C", "C", "H", "H", "H", "H", "H", "H"],
  "coordinates": [[0.16742, -1.14798, -5.86679], [-0.42139, -0.62778, -0.98909], [-1.29224, 0.46564, -4.79813], [0.99492, -1.43043, -2.86775], [-1.01161, -2.19097, 0.77088], [-0.41075, -0.20951, -7.98627], [0.03355, -2.58459, -7.81045], [-1.35354, -2.66880, 1.77891], [-0.58312, -0.23230, -9.13175], [-0.04775, -2.96863, -8.89942], [-0.63515, 2.25223, 1.85851], [-0.71602, 1.52255, 0.73595], [-0.14749, 0.29436, 1.00586], [0.17066, 0.22653, 2.36853], [0.82650, -0.74602, 3.16254], [1.23531, -0.37599, 4.46442], [0.96402, 0.91468, 4.97486], [0.31189, 1.86063, 4.16731], [-0.09998, 1.48388, 2.90479], [-0.90268, 3.23197, 1.93393], [-1.36100, 1.76061, -0.12071], [1.05863, -1.74793, 2.74836], [1.78424, -1.11926, 5.09280], [1.27056, 1.16072, 5.97558], [0.16503, 2.87638, 4.52712]]
}



# 5
{
  "formula": "C37H34GaN5O4S3",
  "method": "ωB97M-V/def2-TZVPD",
  "total_charge": 2,
  "e_lumo_ha": -0.210,
  "homo_ev": -12.332,
  "relative_energy_kcal_mol": 0.00,
  "elements": ["Ga", "C", "C", "C", "C", "N", "C", "C", "C", "C", "C", "C", "N", "H", "H", "H", "H", "H", "H", "H", "H", "O", "C", "N", "C", "O", "C", "C", "C", "C", "N", "C", "H", "H", "H", "H", "H", "H", "H", "H", "S", "C", "C", "N", "C", "H", "H", "H", "C", "C", "O", "S", "C", "C", "C", "C", "C", "C", "C", "C", "H", "H", "H", "H", "H", "H", "H", "C", "S", "O", "C", "C", "C", "C", "C", "C", "H", "H", "H", "H", "H", "H", "H", "H"],
  "coordinates": [[0.18642, -0.07144, -0.15359], [-1.26823, 0.78628, 3.94927], [-0.08488, 0.95292, 4.64907], [1.11906, 0.75407, 3.99367], [1.11044, 0.39971, 2.65380], [-0.03851, 0.25190, 1.97496], [-1.19894, 0.43696, 2.61483], [2.35233, 0.16991, 1.87101], [3.61880, 0.14818, 2.42944], [4.71083, -0.08294, 1.60568], [4.50931, -0.28800, 0.25150], [3.21522, -0.25760, -0.23494], [2.16759, -0.03167, 0.56030], [-2.23054, 0.93711, 4.41614], [-0.09551, 1.23933, 5.69197], [2.05052, 0.88627, 4.52255], [-2.09409, 0.30911, 2.02167], [3.76346, 0.30043, 3.48806], [5.70847, -0.10523, 2.02294], [5.33418, -0.47184, -0.42140], [2.98505, -0.41466, -1.28196], [-4.92445, 5.51162, 0.96178], [-3.87092, 6.43007, 0.98774], [-2.65890, 5.88996, 0.37708], [-2.12936, 4.76022, 0.87590], [-2.56091, 4.21304, 1.88234], [-0.97906, 4.13800, 0.13246], [-0.05317, 4.80162, -0.66180], [0.95978, 4.06937, -1.26475], [1.00868, 2.70182, -1.06455], [0.12143, 2.06397, -0.29011], [-0.84191, 2.77321, 0.29328], [-4.72721, 4.84400, 1.63138], [-3.63099, 6.73708, 2.00578], [-4.17194, 7.29756, 0.40695], [-2.43324, 6.16767, -0.56356], [-0.10086, 5.87541, -0.79600], [1.70177, 4.54700, -1.88797], [1.75426, 2.08291, -1.54719], [-1.55692, 2.24806, 0.90603], [-0.36581, -4.44297, 1.32028], [0.08666, -4.38923, -0.32378], [0.26008, -3.10516, -0.71826], [0.02886, -2.17298, 0.26944], [-0.31430, -2.75779, 1.39417], [0.20677, -5.28593, -0.90850], [0.54792, -2.76322, -1.70027], [-0.54335, -2.21891, 2.29984], [3.40542, 0.68319, -10.77691], [2.83353, 0.60171, -9.38992], [2.86870, 1.48096, -8.57859], [2.08835, -1.01164, -9.05901], [1.71416, -0.83469, -7.33997], [0.86009, 0.17099, -6.89719], [0.58429, 0.29952, -5.54938], [1.14533, -0.58824, -4.62833], [1.98526, -1.60648, -5.07895], [2.27240, -1.72340, -6.42809], [0.86925, -0.43689, -3.22754], [0.62307, -0.30223, -2.04698], [3.37398, 1.71632, -11.11452], [2.87346, 0.03626, -11.47222], [4.44693, 0.35910, -10.73539], [0.42361, 0.85655, -7.60927], [-0.06791, 1.09002, -5.20160], [2.42584, -2.29516, -4.36951], [2.94102, -2.49879, -6.77730], [-3.04944, -0.70083, -2.44323], [-2.91985, -0.89564, -0.67458], [-1.79404, 0.08054, -0.29682], [-4.37263, -0.05767, -0.12171], [-4.48428, 1.32182, -0.27061], [-5.63127, 1.95130, 0.17905], [-6.65032, 1.19912, 0.75978], [-6.52511, -0.17464, 0.90793], [-5.37243, -0.81505, 0.47343], [-3.14853, 0.35851, -2.67305], [-3.92182, -1.25908, -2.78141], [-2.13705, -1.10231, -2.88246], [-3.68224, 1.88810, -0.72814], [-5.74419, 3.02366, 0.07862], [-7.55128, 1.69570, 1.09608], [-7.32046, -0.74915, 1.36222], [-5.25841, -1.88586, 0.58820]]
}



# 6
{
  "formula": "C8H17N3O",
  "method": "ωB97M-V/def2-TZVPD",
  "total_charge": 2,
  "e_lumo_ha": -0.271,
  "homo_ev": -18.015,
  "relative_energy_kcal_mol": 68.63,
  "elements": ["C", "C", "C", "C", "C", "C", "C", "C", "N", "N", "N", "O", "H", "H", "H", "H", "H", "H", "H", "H", "H", "H", "H", "H", "H", "H", "H", "H", "H"],
  "coordinates": [[0.42531, 0.40949, -1.63519], [-1.98388, -1.50767, 0.93324], [1.46801, 1.05873, 1.25901], [-1.80592, -0.44457, -0.14316], [-0.03263, 1.35761, 0.87141], [-0.64843, -1.29909, 1.86158], [1.60823, -0.51119, 1.23626], [-0.40080, 0.08287, 0.13378], [0.48465, 1.60417, -2.22255], [0.59999, -0.71271, -2.32859], [0.30616, -0.96818, 0.77292], [0.69899, 1.55669, -3.60985], [-2.85204, -1.20612, 1.45865], [-2.13856, -2.54255, 0.60202], [2.24196, 1.64704, 0.87447], [1.40743, 1.37925, 2.30422], [-1.95958, -0.88549, -1.11961], [-2.63690, 0.39619, -0.17727], [-0.75657, 1.56031, 1.72316], [0.07517, 2.21174, 0.12984], [-0.86364, -0.34381, 2.33339], [-0.32573, -2.05794, 2.56821], [2.43691, -0.82476, 0.65666], [1.59795, -0.93890, 2.34879], [0.14989, 2.60518, -1.98421], [0.66012, -1.56958, -1.77710], [0.90999, -0.65410, -3.36330], [0.44353, -1.86830, 0.27885], [0.89039, 2.46566, -3.98565]]
}



# 7
{
  "formula": "C3H6O3",
  "method": "ωB97M-V/def2-TZVPD",
  "e_lumo_ha": 0.029,
  "homo_ev": -10.489,
  "relative_energy_kcal_mol": 29.97,
  "elements": ["O", "C", "C", "O", "C", "O", "H", "H", "H", "H", "H", "H"],
  "coordinates": [[-1.58576, 1.38101, 0.85099], [-0.93252, 0.37163, 0.98527], [0.46680, 0.26679, 0.40499], [0.72927, 1.39802, -0.38161], [0.55248, -0.97927, -0.46793], [-0.58070, -1.08317, -1.30351], [-1.32320, -0.50639, 1.53155], [1.18083, 0.18362, 1.24440], [0.04666, 2.04959, -0.14406], [1.48696, -0.92956, -1.04424], [0.57583, -1.88308, 0.14914], [-0.61666, -0.26919, -1.82497]]
}